No. 1
Formula: C6H15NO
Source: the OMol25 dataset
Level of theory: the ωB97M-V functional and the def2-TZVPD basis

The geometry in XYZ format:
```
23
Properties=species:S:1:pos:R:3:forces:R:3:mulliken_spin:R:1
H 0.225045 1.377493 -4.045738 -0.7 -0.2 -0.5 0.00
H 0.990957 -0.989326 0.101185 0.1 -0.6 -0.1 0.00
C -0.467315 -0.150024 -2.628697 0.2 -1.2 -0.1 0.00
H -1.493604 0.097735 1.105450 0.1 1.0 -0.4 -0.02
C -0.027152 -0.709822 -0.148276 1.8 1.7 -0.1 0.02
O 0.499268 0.382002 4.596973 0.5 -0.5 -0.8 0.01
H -0.520434 1.226355 -1.014680 -0.2 -0.1 0.2 0.00
C 0.381896 0.686643 3.235924 -0.2 0.7 0.1 0.09
C 0.067824 0.340208 -1.274935 -0.9 0.9 -0.7 0.04
H 0.120121 -0.350795 -4.692028 -0.1 0.1 -0.6 0.00
H 1.264318 1.195190 2.858873 0.4 -0.3 0.2 0.00
H 0.731860 -1.292051 2.312545 0.1 0.1 -0.4 0.01
C 0.311234 0.304092 -3.864486 0.8 1.1 1.6 0.00
C -0.031348 -0.520275 2.340580 0.2 0.8 0.7 0.03
H -0.591256 -1.602494 -0.427657 -0.5 0.2 0.3 0.04
H -0.416240 1.392292 3.112507 -0.6 0.7 -0.1 -0.01
H -0.376980 -1.245032 -2.648925 0.0 0.0 0.2 0.00
H 1.063589 0.778428 -1.353280 0.3 -0.6 0.1 0.00
H -1.545459 0.015491 -2.676390 0.1 0.3 -0.2 0.00
N -0.483650 -0.049031 1.058315 -1.0 -3.0 0.5 0.74
H 1.371902 0.283226 -3.583423 0.0 -0.6 -0.3 0.00
H -0.934647 -0.861144 2.855935 -0.1 -0.4 -0.1 0.03
H -0.139925 -0.309160 4.780235 -0.1 -0.1 0.6 0.00
```
Positions in Å, forces in eV/Å.

Results
Frontier orbital gap (spin up / spin down) = 0.42276 / 0.24283 Eh
HOMO energy (spin up / spin down) = -0.54387 / -0.54266 hartree
Multiplicity = 2
Net charge = +1
⟨S²⟩ = 0.75



No. 2
Formula: C6H15NO3
Source: the OMol25 dataset
Level of theory: the ωB97M-V functional and the def2-TZVPD basis

The geometry in XYZ format:
```
25
Properties=species:S:1:pos:R:3:forces:R:3:lowdin_charge:R:1
H -0.090325 -2.862550 0.383023 0.0 0.0 0.0 0.10
H -2.489374 -0.122178 1.132593 0.0 0.0 0.0 0.09
H -0.640530 1.223767 -1.952381 0.0 0.0 0.0 0.11
H -1.743984 -2.291105 0.646392 0.0 0.0 0.0 0.09
H 2.568493 0.436792 -1.367595 0.0 0.0 0.0 0.08
C -0.694022 -1.992275 0.625407 0.0 0.1 0.0 0.01
O 1.375640 -0.814548 -0.206396 -0.3 0.1 0.0 -0.26
C 2.116254 -0.565544 -1.379283 -0.1 0.0 0.1 -0.15
H 1.481606 0.220527 2.536941 -0.1 0.0 0.0 0.10
H -2.876033 0.416893 -0.524400 0.0 0.0 0.0 0.11
O -0.717935 -1.187025 -1.648911 0.1 0.1 0.3 0.05
H -0.401546 -1.601956 1.597365 0.0 0.0 0.0 0.08
C -0.382744 1.508448 -0.931675 -0.1 -0.2 0.1 -0.02
C 1.175447 0.878623 1.713798 0.0 0.1 0.0 -0.20
H 0.697880 1.602649 -0.853198 0.1 0.0 0.0 0.08
H -0.846069 2.455720 -0.666740 0.0 0.0 0.0 0.10
O -0.146180 1.011971 1.618877 -0.2 -0.3 -0.7 -0.08
C -2.253308 0.597874 0.354474 0.1 0.0 0.0 -0.02
H 2.920174 -1.301767 -1.476563 0.0 0.0 0.0 0.08
H 1.502767 0.113263 0.761298 -0.1 -0.1 -0.2 0.08
C -0.488853 -0.979836 -0.474235 0.1 0.1 -0.1 -0.54
N -0.841000 0.476614 -0.007103 0.5 0.1 0.6 -0.16
H -2.429688 1.599973 0.740090 0.0 0.0 0.0 0.10
H 1.467148 -0.641626 -2.259732 0.0 0.0 0.0 0.08
H 1.736182 1.817296 1.637955 -0.1 0.0 0.0 0.09
```
Positions in Å, forces in eV/Å.

Results
Frontier orbital gap = 0.29320 Eh
HOMO energy = -0.31236 hartree



Here are the calculated energy above the lowest of the compared OMol25 structures with the same formula, charge and spin numbers, same order: 45.6, 139.5 (kcal per mole).
Here are the calculated molecular weight numbers, same order: 117.19, 149.19 (g/mol).